Record 1
Density functional theory data (wB97M-V/def2-TZVPD) for a structure of composition C24H38BBrF16O7Si2 at a distorted geometry.

```
! RIJCOSX wB97M-V def2-TZVPD def2/J DEFGRID3
* xyz 0 1
C 3.482 -7.466 4.643
C 3.424 -6.618 3.809
Si 3.431 -5.303 2.553
Br 5.264 -5.598 1.342
O 2.013 -5.351 1.747
Si 1.676 -4.697 0.230
C -0.144 -5.101 -0.061
C -0.902 -5.119 1.277
C -2.416 -5.221 1.086
C -3.012 -4.133 0.188
C -2.557 -2.712 0.504
O -2.127 -2.101 -0.712
C -1.745 -0.746 -0.549
C -2.865 0.228 -0.948
C 1.710 -2.828 0.176
C 2.900 -2.086 0.749
O 2.992 -0.819 0.126
C 3.888 0.054 0.781
C 4.494 1.018 -0.231
C 2.614 -5.543 -1.177
B 3.525 -4.627 -2.064
O 4.308 -3.626 -1.554
O 3.547 -4.821 -3.453
H 3.616 -8.239 5.370
H 3.555 -4.017 3.251
H -0.546 -4.328 -0.712
H -0.243 -6.093 -0.500
H -0.577 -5.972 1.870
H -0.653 -4.236 1.868
H -2.608 -6.175 0.588
H -2.940 -5.287 2.039
H -4.100 -4.164 0.214
H -2.726 -4.320 -0.844
H -1.717 -2.690 1.200
H -3.364 -2.118 0.942
H -0.879 -0.591 -1.192
H -1.431 -0.550 0.477
H -3.754 -0.337 -1.214
H -2.580 0.843 -1.796
H -3.100 0.879 -0.110
H 0.811 -2.494 0.698
H 1.561 -2.540 -0.867
H 3.842 -2.634 0.655
H 2.742 -1.927 1.823
H 3.370 0.623 1.559
H 4.679 -0.512 1.278
H 3.888 0.983 -1.127
H 5.500 0.714 -0.515
H 4.556 2.030 0.156
H 1.884 -6.013 -1.835
H 3.198 -6.365 -0.757
H 5.161 -3.610 -1.994
H 3.990 -5.640 -3.686
C 0.991 3.171 -3.640
C 1.732 2.912 -2.320
C 0.917 2.951 -1.024
F 0.374 4.169 -0.819
F 1.738 2.682 0.017
F 2.802 3.729 -2.228
F 2.198 1.633 -2.403
O 1.074 4.468 -4.200
C 0.205 5.466 -3.861
C 0.925 6.639 -3.189
F 1.575 6.232 -2.083
F 0.006 7.563 -2.829
F -0.819 5.017 -3.114
F -0.320 5.948 -5.009
H 1.504 2.544 -4.366
H -0.038 2.813 -3.600
H 0.123 2.199 -1.048
H 1.639 7.086 -3.883
C -3.434 6.372 1.942
C -3.636 5.787 3.348
C -2.850 4.527 3.719
F -3.178 3.489 2.924
F -3.152 4.189 4.993
F -4.950 5.600 3.585
F -3.196 6.745 4.216
O -4.400 6.067 0.955
C -4.319 4.944 0.183
C -5.512 4.010 0.410
F -5.598 3.645 1.703
F -5.332 2.897 -0.336
F -3.148 4.301 0.341
F -4.385 5.337 -1.108
H -3.537 7.447 2.079
H -2.419 6.205 1.581
H -1.774 4.710 3.650
H -6.440 4.502 0.116
*
```

Computed properties:
frontier orbital gap = 0.3567 hartree
energy = -169795.5773 eV

=====

Record 2
Density functional theory data (wB97M-V/def2-TZVPD) for a structure of composition C24H38N4O2SSiZr at a distorted geometry.

```
! RIJCOSX wB97M-V def2-TZVPD def2/J DEFGRID3
* xyz 2 1
Zr -0.081 0.498 -0.256
C 2.872 0.746 -5.498
C 2.561 -0.611 -4.890
N 2.985 -0.711 -3.490
C 2.311 -0.326 -2.412
S 0.662 0.272 -2.650
N 2.951 -0.409 -1.256
N 2.179 -0.087 -0.180
C 2.778 0.062 0.958
C 4.253 -0.021 1.153
C 1.902 0.373 2.117
C 2.391 0.503 3.402
C 1.514 0.798 4.438
C 0.163 0.949 4.175
C -0.268 0.792 2.874
N 0.580 0.519 1.870
H 2.596 0.754 -6.552
H 3.937 0.971 -5.427
H 2.312 1.535 -4.995
H 3.077 -1.406 -5.424
H 1.497 -0.835 -4.941
H 3.933 -1.007 -3.301
H 4.745 -0.283 0.225
H 4.504 -0.767 1.910
H 4.636 0.940 1.506
H 3.447 0.382 3.595
H 1.889 0.906 5.447
H -0.548 1.173 4.957
H -1.318 0.892 2.616
C -3.893 0.669 1.741
Si -3.882 0.648 -0.126
C -4.436 -1.034 -0.710
C -5.053 1.928 -0.768
C -2.150 1.091 -0.736
H -4.923 0.571 2.094
H -3.504 1.603 2.159
H -3.338 -0.174 2.167
H -5.530 -1.034 -0.725
H -4.136 -1.846 -0.044
H -4.108 -1.272 -1.725
H -6.071 1.694 -0.446
H -5.048 1.952 -1.861
H -4.813 2.932 -0.412
H -2.072 2.170 -0.505
H -2.232 1.051 -1.836
C 2.546 3.312 -1.264
C 1.246 3.492 -0.563
O 0.621 2.463 -0.187
C 0.678 4.794 -0.305
C 1.344 5.950 -0.734
C 0.789 7.194 -0.503
C -0.431 7.291 0.155
C -1.102 6.150 0.590
C -0.552 4.907 0.363
H 2.802 2.260 -1.349
H 3.331 3.843 -0.722
H 2.487 3.757 -2.260
H 2.292 5.882 -1.250
H 1.300 8.086 -0.836
H -0.865 8.266 0.332
H -2.050 6.242 1.102
H -1.064 4.016 0.699
C -1.437 -2.824 -1.635
C -1.231 -2.627 -0.162
O -0.098 -1.701 0.118
H -2.235 -3.556 -1.771
H -0.539 -3.210 -2.120
H -1.737 -1.903 -2.136
H -0.986 -3.550 0.359
H -2.083 -2.167 0.330
H 0.738 -2.168 -0.018
*
```

Computed properties:
frontier orbital gap = 0.2606 hartree
energy = -55543.5413 eV

=====

Record 3
Density functional theory data (wB97M-V/def2-TZVPD) for a cluster of 8 separate species, C24H38N8O12 in total at a distorted geometry.

```
! RIJCOSX wB97M-V def2-TZVPD def2/J DEFGRID3
* xyz -2 1
O 0.676 -2.538 3.025
C 1.269 -1.968 1.890
C 0.446 -0.967 0.872
O 0.026 0.343 1.277
H 1.642 -2.746 1.224
H 2.252 -1.614 2.200
H -0.417 -1.563 0.575
H 0.800 -0.890 -0.156
C -2.434 -7.958 3.563
C -3.605 -8.652 3.332
C -3.929 -9.859 3.916
C -2.858 -10.443 4.723
C -1.641 -9.741 4.972
C -1.456 -8.463 4.374
O -0.280 -7.762 4.570
O -5.159 -10.545 3.732
H -2.219 -6.939 3.278
H -4.344 -8.255 2.652
H -2.872 -11.423 5.177
H -0.803 -10.167 5.504
H -0.407 -6.936 4.097
H -5.838 -9.973 3.368
C -3.451 7.417 2.828
C -3.860 8.670 2.325
C -3.154 9.255 1.270
C -2.141 8.518 0.642
C -1.756 7.228 1.043
C -2.441 6.722 2.179
O -2.059 5.617 2.854
O -3.741 10.451 0.845
H -3.996 7.108 3.707
H -4.681 9.149 2.837
H -1.478 8.923 -0.108
H -0.933 6.707 0.577
H -1.822 5.023 2.137
H -3.245 10.969 0.207
C 4.020 2.141 -4.509
C 4.160 2.346 -5.862
C 3.395 3.250 -6.482
C 2.299 3.815 -5.799
C 2.197 3.755 -4.423
C 3.053 2.911 -3.817
O 3.164 2.867 -2.510
O 3.427 3.320 -7.843
H 4.630 1.408 -4.003
H 4.883 1.765 -6.414
H 1.568 4.394 -6.344
H 1.480 4.441 -3.998
H 2.320 2.572 -2.159
H 3.635 4.228 -8.074
C 3.577 3.070 4.917
O 2.726 2.458 5.537
N 4.665 3.593 5.389
N 3.385 3.546 3.768
H 5.051 4.423 4.962
H 4.619 3.472 6.390
H 4.155 3.841 3.184
H 2.652 3.008 3.328
C -5.309 2.924 -1.827
O -6.318 3.328 -2.369
N -4.179 3.159 -2.410
N -5.090 2.328 -0.661
H -3.419 2.567 -2.107
H -4.272 3.612 -3.308
H -5.856 2.111 -0.039
H -4.108 2.191 -0.471
C -1.257 -0.773 -6.425
O -2.233 -1.579 -6.599
N -0.320 -0.549 -7.335
N -1.045 0.013 -5.378
H -0.426 -0.890 -8.279
H 0.138 0.323 -7.111
H -1.557 -0.207 -4.536
H -0.133 0.427 -5.247
C 4.623 -8.008 0.600
O 3.869 -8.551 -0.181
N 4.656 -6.750 0.986
N 5.628 -8.621 1.102
H 5.466 -6.575 1.563
H 3.854 -6.162 0.808
H 6.242 -8.107 1.718
H 5.892 -9.533 0.757
*
```

Computed properties:
frontier orbital gap = 0.0645 hartree
energy = -61988.6028 eV